The molecule C5H8O2, computed with ωB97M-V with the def2-TZVPD basis set.

```
15
Properties=species:S:1:pos:R:3:forces:R:3
C 1.53895 -0.98851 1.08701 -0.042 0.043 0.052
C 0.34703 -1.13175 0.45498 0.157 -0.142 -0.115
O -1.25686 -0.07910 1.10034 0.064 -0.049 0.140
C -1.49350 0.52141 -0.03705 0.000 0.167 -0.280
C -0.38923 1.55110 -0.40791 -0.148 0.141 0.134
O 0.66170 0.76275 -1.04701 0.022 -0.200 -0.015
C 0.44701 -0.52534 -0.87420 0.131 0.123 0.053
H 2.18000 -0.13354 0.89742 -0.101 -0.097 -0.021
H 1.87928 -1.71455 1.81824 -0.076 0.083 -0.099
H -0.19890 -2.06590 0.53487 0.029 0.114 -0.001
H -2.53029 0.85947 -0.20923 0.139 -0.046 0.004
H -1.29779 -0.23986 -0.95073 -0.053 0.008 0.042
H -0.65861 2.30746 -1.15131 -0.001 -0.119 0.105
H 0.00052 2.01686 0.49756 -0.038 -0.032 -0.094
H 0.77070 -1.14048 -1.71298 -0.083 0.007 0.095
```
Forces are in eV/Å.

Output
HOMO (alpha / beta) = -8.0851 / -8.0855 eV
relative energy (zero: lowest compared OMol25 entry of this formula, charge and spin) = 525.30 kJ/mol
maximum force = 0.33 eV/Å
net charge = 0
HOMO-LUMO gap (alpha / beta) = 7.72 / 7.72 eV
energy = -345.60488 Eh

Here is what natural (NBO) gives for the atomic charges, in e: -0.385, -0.192, -0.679, -0.010, -0.118, -0.473, 0.302, 0.199, 0.209, 0.250, 0.180, 0.113, 0.191, 0.209, 0.205